No. 1
DFT (ωB97M-V/def2-TZVPD) results for the ion CH4BrClOP with charge +1 in a non-equilibrium geometry.

Cartesian coordinates (Å):
C -1.05637 0.58698 0.42155
O 1.43165 0.51412 -0.89977
P 0.21333 -0.50263 -0.11562
Cl -0.52728 -1.68955 -1.48852
Br 1.48265 -1.43448 1.43170
H -1.85771 0.04252 0.82992
H -1.20165 1.26624 -0.52706
H -0.67772 1.24373 1.32409
H 2.19309 -0.02693 -0.97630

Calculated values
HOMO energy = -16.35 eV
gap between HOMO and LUMO = 0.399 hartree
net charge = +1
energy = -94996.864 eV
strongest force on any atom = 5.48 eV/Å
ΔE to the lowest compared entry with this formula, charge and spin = 56.63 kJ/mol

These are the natural (NBO) partial charges, in e, on atoms 1 to 8: -1.05 -0.88 1.51 -0.06 0.02 0.30 0.33 0.32

No. 2
DFT (ωB97M-V/def2-TZVPD) results for a cluster of 7 separate species, C4H25N2O6S2 in total in a non-equilibrium geometry.

Cartesian coordinates (Å):
N -1.56645 1.67556 -0.04380
C -1.71707 0.73089 1.14588
C -2.88483 -0.19404 1.03496
S -2.78857 -1.34919 -0.38296
S -1.39173 -2.74112 -0.10265
C 0.19139 -2.25393 -0.83398
C 1.18534 -1.71084 0.18764
N 2.50679 -1.49685 -0.47224
H -0.80092 2.43924 0.10711
H -2.46372 2.16118 -0.25923
H -1.18725 1.10579 -0.92955
H -1.87401 1.38286 2.06080
H -0.69709 0.21311 1.31515
H -3.89969 0.33242 0.88802
H -3.02069 -0.72932 2.00743
H 0.05250 -1.52932 -1.71639
H 0.60732 -3.10040 -1.33378
H 0.84223 -0.72601 0.54683
H 1.28576 -2.40891 1.04451
H 3.13970 -1.07403 0.19704
H 2.92771 -2.36495 -0.77879
H 2.70343 0.35513 -3.13098
H 2.32690 -0.35907 -1.72239
O 2.16714 0.42759 -2.36227
H 3.33275 1.06422 3.86305
H 2.23229 0.05040 4.18480
O 2.65825 0.50009 3.47323
H -0.85458 0.69412 -3.32755
H 0.47217 0.59199 -2.43154
O -0.50364 0.60246 -2.40544
H 3.24651 2.83261 -0.71192
H 2.41118 1.69894 -1.25540
O 2.43681 2.39781 -0.56046
H 1.02380 3.31796 -0.19231
H 0.49998 3.63592 1.16699
O 0.21294 3.65363 0.26051
H 1.64687 1.63930 0.81336
H 1.59303 1.14070 2.29932
O 1.04190 1.46813 1.52823

Calculated values
HOMO energy = -11.74 eV
gap between HOMO and LUMO = 0.343 hartree
net charge = +1
energy = -41485.063 eV
strongest force on any atom = 2.34 eV/Å
ΔE to the lowest compared entry with this formula, charge and spin = 0.00 kJ/mol

These are the natural (NBO) partial charges, in e, on atoms 1 to 8: -0.78 -0.25 -0.58 0.10 0.13 -0.59 -0.23 -0.86

No. 3
DFT (ωB97M-V/def2-TZVPD) results for a structure of composition C61H46BrFeO2P3Si in a non-equilibrium geometry.

Cartesian coordinates (Å):
Fe -0.01833 -0.17814 -0.35633
C 2.50155 3.06085 -4.63044
C 2.55444 4.10502 -3.65334
C 2.06155 3.84211 -2.35242
C 1.49066 2.59291 -1.99281
C 1.52213 1.58387 -2.97371
C 2.08005 1.78365 -4.24024
P 0.55052 2.29563 -0.43149
C -0.86143 3.43150 -0.55605
C -1.29785 4.30160 0.50445
C -2.34457 5.24344 0.22390
C -2.92609 5.31308 -1.02125
C -2.60979 4.35858 -1.99680
C -1.54468 3.50290 -1.79148
C 1.30248 2.87463 1.14491
C 2.07480 4.00547 1.21909
C 2.45539 4.45360 2.45933
C 2.14732 3.75202 3.61954
C 1.44431 2.53953 3.48137
C 0.98525 2.09729 2.22371
Si 0.02004 0.50058 2.04888
C 0.93702 -0.87998 2.94803
C 0.76904 -1.22278 4.29180
C 1.44049 -2.24290 4.91486
C 2.32534 -2.97768 4.18402
C 2.47981 -2.76543 2.80744
C 1.80850 -1.71126 2.16259
P 2.25783 -1.09034 0.48856
C 3.58479 0.18526 0.71514
C 4.06326 0.65714 1.92089
C 4.93504 1.72354 1.93733
C 5.53542 2.20470 0.78386
C 5.07490 1.74257 -0.43301
C 4.06895 0.75091 -0.47098
C 3.25974 -2.40889 -0.34786
C 2.94238 -2.93251 -1.60482
C 3.85792 -3.83674 -2.22614
C 5.07334 -4.15800 -1.66438
C 5.39337 -3.64592 -0.39641
C 4.51812 -2.75161 0.20846
C -1.78972 0.65517 2.67683
C -2.07628 1.11700 3.92887
C -3.22966 0.76902 4.59459
C -4.14676 -0.05294 4.02927
C -3.97784 -0.37656 2.66813
C -2.79697 -0.07241 2.01818
P -2.64474 -0.23554 0.22348
C -3.30139 -1.90730 -0.40206
C -3.33054 -2.95346 0.51710
C -3.71328 -4.20439 0.05795
C -4.05903 -4.38778 -1.26974
C -4.06605 -3.35205 -2.18405
C -3.57217 -2.11313 -1.75863
C -3.78945 1.12037 -0.36957
C -4.16150 2.15800 0.40175
C -5.06821 3.08739 -0.06283
C -5.36578 3.06322 -1.42698
C -4.87877 2.09891 -2.24535
C -4.02887 1.15014 -1.73153
H 2.90566 3.30985 -5.60356
H 2.95556 5.08094 -3.97138
H 2.01722 4.65902 -1.61227
H 1.18840 0.55516 -2.67134
H 2.17534 0.94010 -4.91728
H -0.83337 4.17023 1.48019
H -2.67329 5.89865 0.98094
H -3.66772 6.06220 -1.25315
H -3.13734 4.36396 -2.98223
H -1.13163 3.02033 -2.68721
H 2.40984 4.52519 0.31668
H 3.18732 5.30024 2.50502
H 2.51728 4.10729 4.51772
H 1.16535 1.95475 4.34985
H 0.15727 -0.62629 4.91442
H 1.38308 -2.52976 5.93755
H 2.74080 -3.86837 4.56168
H 3.11418 -3.45772 2.24841
H 3.80214 0.17830 2.81543
H 5.20131 2.13691 2.91676
H 6.39263 2.86321 0.88206
H 5.50385 2.15458 -1.31526
H 3.72049 0.37879 -1.43988
H 2.02081 -2.66131 -2.09102
H 3.56407 -4.26516 -3.14846
H 5.83472 -4.73349 -2.20310
H 6.42872 -3.75341 -0.06729
H 4.84287 -2.27073 1.16056
H -1.32064 1.71017 4.47077
H -3.27820 1.17853 5.56382
H -5.11200 -0.39939 4.48236
H -4.71311 -1.02689 2.12247
H -3.23635 -2.74729 1.54893
H -3.72377 -5.03919 0.73185
H -4.35487 -5.36598 -1.57460
H -4.33177 -3.49185 -3.18701
H -3.38355 -1.34715 -2.50847
H -3.89510 2.12972 1.50902
H -5.28255 3.90210 0.56058
H -5.89469 3.93698 -1.81982
H -5.07018 2.15059 -3.28032
H -3.41711 0.54251 -2.41211
Br -0.74832 -2.90546 -4.73770
C -0.87427 -4.17407 -3.29919
C -1.14714 -5.48059 -3.70139
C -1.41485 -6.42282 -2.70838
C -1.31511 -6.19842 -1.34702
C -0.79524 -4.97672 -1.00465
C -0.66504 -3.89308 -1.94741
C -0.34095 -2.52724 -1.38368
O -0.43657 -2.37637 -0.13235
O 0.06793 -1.58812 -2.10843
H -1.18769 -5.73137 -4.73120
H -1.80234 -7.38180 -3.06505
H -1.52950 -6.94253 -0.58414
H -0.49862 -4.69161 0.10569

Calculated values
HOMO energy (alpha / beta) = -8.99 / -10.82 eV
multiplicity = 6
gap between HOMO and LUMO (alpha / beta) = 0.259 / 0.279 hartree
net charge = +1
energy = -208266.532 eV
strongest force on any atom = 3.87 eV/Å
ΔE to the lowest compared entry with this formula, charge and spin = 0.00 kJ/mol

These are the Mulliken partial charges, in e, on atoms 1 to 8: 0.46 -0.70 -0.81 -0.72 1.21 0.11 -0.63 1.41

No. 4
DFT (ωB97M-V/def2-TZVPD) results for a structure of composition C9H22AlBrIN2O3.

Cartesian coordinates (Å):
C -4.31824 0.64691 0.99648
C -3.32127 -0.26840 0.27801
C -3.31037 -0.15615 -1.24981
Br -4.60066 -1.44934 -2.03281
Al -1.58910 -0.23665 -2.30769
O -1.43681 1.24628 -3.21527
I 0.39297 -0.13604 -0.60321
H -5.15348 0.90039 0.33655
H -4.74299 0.17272 1.88463
H -3.85873 1.58163 1.32338
H -2.30904 -0.06657 0.63668
H -3.51612 -1.31014 0.54407
H -3.79032 0.78293 -1.54167
H -1.37659 -1.57729 -3.16768
H -2.18989 1.38402 -3.80069
C -0.13109 3.12876 1.82264
O -1.18091 3.16514 2.43648
N 0.89297 3.98680 2.05380
C 2.12464 3.90196 1.30356
C 0.73450 4.99538 3.07899
H 0.10773 2.40925 1.02578
H 2.98063 3.70575 1.95470
H 2.32133 4.82126 0.74550
H 2.04296 3.08101 0.59191
H 0.54765 4.54138 4.05355
H -0.10856 5.65237 2.85900
H 1.64717 5.58738 3.12836
C 3.62652 -3.41887 -0.16225
O 4.40038 -3.93318 0.63003
N 2.84640 -4.11479 -1.00898
C 1.96248 -3.46523 -1.95747
C 2.89562 -5.56138 -0.95169
H 3.50375 -2.32878 -0.26016
H 0.91811 -3.72383 -1.77749
H 2.22090 -3.74244 -2.98217
H 2.05178 -2.38749 -1.84887
H 2.61239 -5.92564 0.03688
H 3.90054 -5.93140 -1.16166
H 2.20277 -5.95773 -1.69142

Calculated values
HOMO energy = -5.52 eV
gap between HOMO and LUMO = 0.301 hartree
net charge = -1
energy = -103558.168 eV
strongest force on any atom = 0.37 eV/Å

These are the natural (NBO) partial charges, in e, on atoms 1 to 8: -0.61 -0.45 -0.75 -0.12 1.48 -1.21 -0.59 0.20

> Which of these has the lowest net charge?

C9H22AlBrIN2O3